{"formula": "C50H56N4PPbS2", "method": "wB97M-V/def2-TZVPD", "homo_lumo_gap_ev": 4.90, "charge": 1, "elements": ["Pb", "S", "C", "N", "C", "C", "N", "C", "C", "C", "C", "C", "C", "C", "C", "S", "C", "C", "C", "C", "C", "C", "C", "H", "H", "H", "H", "H", "H", "H", "H", "H", "H", "H", "H", "H", "H", "H", "H", "H", "H", "C", "C", "C", "C", "C", "C", "C", "C", "C", "C", "C", "C", "N", "H", "H", "H", "H", "H", "H", "H", "H", "H", "H", "H", "H", "H", "H", "H", "H", "H", "C", "C", "C", "C", "C", "C", "N", "C", "C", "C", "C", "C", "C", "H", "H", "H", "H", "H", "H", "H", "H", "H", "H", "C", "P", "C", "C", "C", "C", "C", "C", "C", "H", "H", "H", "H", "H", "H", "H", "H", "H", "H", "H"], "xyz": [[0.065, -0.503, 0.570], [-2.549, 1.134, 0.726], [-2.411, 2.040, -0.696], [-2.509, 3.417, -0.679], [-2.445, 4.142, -1.937], [-3.074, 3.342, -3.082], [-2.511, 1.985, -3.140], [-2.336, 1.453, -4.476], [-1.318, 2.266, -5.272], [0.025, 2.317, -4.858], [0.951, 3.200, -5.391], [0.596, 3.970, -6.490], [-0.694, 3.875, -6.978], [-1.611, 3.017, -6.412], [-2.128, 1.400, -1.978], [-1.195, -0.024, -1.971], [-2.680, 4.168, 0.544], [-4.129, 4.652, 0.657], [-4.454, 5.994, 0.912], [-5.761, 6.432, 0.802], [-6.797, 5.547, 0.567], [-6.485, 4.217, 0.416], [-5.182, 3.749, 0.540], [-1.421, 4.405, -2.159], [-3.010, 5.087, -1.821], [-2.901, 3.835, -4.035], [-4.182, 3.266, -2.934], [-3.293, 1.469, -4.993], [-2.035, 0.410, -4.364], [0.326, 1.654, -4.030], [1.932, 3.274, -4.954], [1.310, 4.604, -6.995], [-0.962, 4.379, -7.910], [-2.609, 3.003, -6.835], [-2.031, 5.053, 0.522], [-2.436, 3.543, 1.418], [-3.673, 6.718, 1.124], [-5.948, 7.488, 0.891], [-7.834, 5.882, 0.559], [-7.259, 3.519, 0.142], [-5.029, 2.655, 0.579], [3.034, -1.155, -3.905], [3.740, -0.275, -2.867], [3.161, 1.127, -2.620], [3.985, -1.003, -1.531], [5.096, -0.646, -0.875], [5.479, -1.169, 0.462], [4.676, -2.380, 0.832], [3.548, -2.784, 0.200], [2.913, -4.071, 0.720], [2.345, -3.860, 2.128], [1.961, -4.775, -0.257], [2.942, -1.862, -0.827], [1.695, -1.734, -0.982], [2.889, -0.543, -4.809], [2.110, -1.528, -3.509], [3.699, -1.997, -4.165], [4.731, -0.140, -3.255], [2.241, 1.067, -2.029], [2.928, 1.650, -3.556], [3.904, 1.755, -2.114], [5.747, 0.143, -1.319], [6.515, -1.486, 0.389], [4.913, -2.816, 1.824], [3.764, -4.741, 0.854], [1.486, -3.192, 2.118], [3.082, -3.447, 2.840], [2.013, -4.814, 2.535], [1.128, -4.098, -0.457], [1.581, -5.702, 0.178], [2.503, -5.018, -1.199], [-0.516, 0.155, 6.414], [-0.920, -0.636, 5.339], [-0.185, -0.642, 4.165], [0.934, 0.221, 3.982], [1.265, 1.071, 5.096], [0.593, 0.979, 6.277], [1.553, 0.346, 2.777], [2.854, 0.585, 2.658], [3.822, -0.138, 3.417], [5.013, -0.469, 2.861], [5.483, 0.023, 1.547], [4.583, 1.166, 1.063], [3.331, 1.390, 1.560], [-1.070, 0.183, 7.359], [-1.846, -1.212, 5.406], [-0.451, -1.272, 3.324], [2.137, 1.712, 4.995], [0.956, 1.583, 7.115], [3.517, -0.462, 4.427], [5.659, -1.215, 3.383], [6.516, 0.378, 1.607], [4.992, 1.751, 0.212], [2.687, 2.212, 1.264], [-3.405, -2.308, 1.678], [-1.848, -2.916, 0.884], [-2.482, -3.454, -0.771], [-1.548, -4.469, 1.736], [-1.579, -4.488, 3.125], [-1.460, -5.668, 3.860], [-1.159, -6.828, 3.183], [-1.031, -6.859, 1.773], [-1.253, -5.671, 1.073], [-4.233, -3.024, 1.555], [-3.703, -1.371, 1.181], [-3.263, -2.103, 2.737], [-3.299, -4.145, -0.652], [-1.663, -3.901, -1.339], [-2.828, -2.554, -1.299], [-1.746, -3.557, 3.677], [-1.540, -5.699, 4.946], [-0.997, -7.735, 3.742], [-0.805, -7.798, 1.279], [-1.183, -5.706, -0.001]], "mulliken_charge": [1.6644, -0.3977, -0.1404, 0.3207, -0.7707, -0.7311, 0.1322, -1.3422, 0.1836, 0.3734, -0.7086, -0.4643, -0.5446, -0.1769, 0.4155, -0.2574, -1.3283, 0.6217, -0.4798, -0.5117, -0.4415, -0.6433, -0.0142, 0.3417, 0.4587, 0.4994, 0.2915, 0.4223, 0.4943, 0.1442, 0.4200, 0.4070, 0.3539, 0.3891, 0.4658, 0.3763, 0.3648, 0.3831, 0.3994, 0.3830, 0.2582, -1.5881, -0.0523, -0.5939, 1.0150, -2.0730, 0.4149, -1.6866, 0.6269, 0.2401, -0.9997, -1.2337, 0.4880, -0.9318, 0.4437, 0.2471, 0.3655, 0.5079, -0.0226, 0.1998, 0.2506, 0.6042, 0.4989, 0.6126, 0.4592, -0.0394, 0.4122, 0.4572, -0.0401, 0.4169, 0.4273, -0.6812, -0.6022, 0.3939, -0.2662, -0.1999, -0.5472, 0.0749, 0.0685, 0.0049, -1.0052, 0.3180, -0.7967, -0.6581, 0.3817, 0.4030, -0.1751, 0.4540, 0.3586, 0.4723, 0.3857, 0.5405, 0.4984, 0.4993, -1.1956, 0.8632, -1.4357, 0.5906, -0.1408, -0.8939, -0.3414, -0.8038, -0.3718, 0.4346, 0.3385, 0.2632, 0.4800, 0.3514, 0.4009, -0.0477, 0.4106, 0.3903, 0.4430, 0.3044]}